The following is a DFT calculation (ωB97M-V/def2-TZVPD) of C22H18N4Rh as an isolated structure.

Computed properties:
Charge: +1
Maximum force in eV/A: 0.531
E_LUMO in Eh: -0.1611

CARTESIAN COORDINATES (ANGSTROEM)
Rh 0.47 0.96 0.14
C 1.37 1.76 -1.68
C 2.29 0.86 -1.04
C 2.66 1.39 0.21
C 1.92 2.58 0.42
C 1.14 2.82 -0.77
H 0.93 1.64 -2.66
H 2.65 -0.06 -1.47
H 3.34 0.94 0.92
H 1.97 3.24 1.28
H 0.46 3.64 -0.91
C -0.43 -1.93 -4.50
C 0.72 -2.33 -3.83
C 0.88 -2.05 -2.49
C -0.11 -1.36 -1.80
C -1.25 -0.93 -2.47
C -1.41 -1.22 -3.81
N 0.03 -1.00 -0.43
C 0.36 -1.86 0.53
C 0.48 -3.29 0.41
C 0.62 -4.04 1.53
C 0.67 -3.47 2.85
C 0.55 -2.13 3.02
C 0.44 -1.31 1.86
N 0.19 0.00 1.86
N -0.32 0.64 2.87
C -1.03 1.72 2.40
C -1.76 2.54 3.27
C -2.60 3.49 2.74
C -2.73 3.63 1.36
C -1.96 2.82 0.55
N -1.12 1.90 1.05
H -0.56 -2.15 -5.55
H 1.49 -2.87 -4.36
H 1.78 -2.35 -1.97
H -2.01 -0.39 -1.92
H -2.31 -0.91 -4.33
H 0.40 -3.75 -0.56
H 0.69 -5.11 1.43
H 0.79 -4.12 3.70
H 0.56 -1.67 4.00
H -1.65 2.38 4.33
H -3.18 4.12 3.40
H -3.40 4.34 0.92
H -2.01 2.89 -0.53

=====

The following is a DFT calculation (ωB97M-V/def2-TZVPD) of a 2-piece molecular cluster, C22H18N7O6 overall in a non-equilibrium geometry.

Computed properties:
Energy relative to the best compared isomer or geometry (same formula, charge and spin) in kJ/mol: 0.0
Charge: -1
Maximum force in eV/A: 2.552
E_LUMO in Eh: 0.0358

CARTESIAN COORDINATES (ANGSTROEM)
C 6.12 0.43 2.51
C 5.11 1.17 3.35
O 3.79 0.63 3.02
C 2.71 1.41 3.31
C 1.50 0.69 2.85
N 0.31 0.87 3.29
C -0.72 0.03 3.05
C -2.05 0.59 3.04
C -3.19 -0.20 3.33
C -4.45 0.39 3.33
C -4.59 1.76 3.06
C -3.46 2.55 2.81
C -2.19 1.98 2.84
C -0.46 -1.41 2.88
C -1.26 -2.28 2.08
C -0.87 -3.61 1.92
C 0.27 -4.11 2.57
C 1.04 -3.27 3.38
C 0.65 -1.95 3.54
O 2.77 2.51 3.83
H 7.09 0.51 3.02
H 5.85 -0.62 2.38
H 6.23 0.91 1.53
H 5.27 0.99 4.42
H 5.13 2.26 3.16
H 1.71 0.05 1.98
H -3.05 -1.25 3.58
H -5.32 -0.23 3.56
H -5.58 2.21 3.04
H -3.55 3.61 2.60
H -1.29 2.58 2.72
H -2.16 -1.89 1.59
H -1.46 -4.26 1.27
H 0.56 -5.16 2.45
H 1.93 -3.62 3.90
H 1.21 -1.31 4.22
O 5.66 2.42 6.48
N 4.61 2.96 6.87
O 4.55 4.10 7.37
C 3.35 2.25 6.72
C 2.12 2.90 6.74
C 0.98 2.26 6.21
N -0.27 2.94 6.05
O -0.33 4.18 6.21
O -1.27 2.24 5.77
C 1.01 0.92 5.86
N 2.17 0.25 6.07
N 2.43 -1.08 5.86
N 3.73 -1.23 5.96
N 4.35 -0.06 6.21
C 3.38 0.86 6.37
H 2.04 3.92 7.12
H 0.11 0.35 5.69

=====

The following is a DFT calculation (ωB97M-V/def2-TZVPD) of one molecule with the formula C22H18O4.

Computed properties:
SMILES: O=C(COc1ccccc1)O[C@H](C(=O)c1ccccc1)c1ccccc1
Energy relative to the best compared isomer or geometry (same formula, charge and spin) in kJ/mol: 0.0
Maximum force in eV/A: 0.555
E_LUMO in Eh: 0.0126

CARTESIAN COORDINATES (ANGSTROEM)
O -0.05 -2.93 0.90
C 0.87 -2.16 0.94
O 0.76 -0.84 1.01
C -0.57 -0.34 0.91
C -0.56 1.16 0.90
C -1.65 1.87 1.40
C -1.66 3.25 1.35
C -0.58 3.93 0.81
C 0.50 3.23 0.31
C 0.51 1.85 0.35
H 1.35 1.30 -0.05
H 1.34 3.76 -0.12
H -0.59 5.01 0.77
H -2.51 3.79 1.74
H -2.49 1.33 1.82
H -1.17 -0.74 1.73
C -1.18 -0.75 -0.45
O -0.48 -1.00 -1.39
C -2.66 -0.67 -0.52
C -3.48 -1.18 0.48
C -4.86 -1.07 0.35
C -5.41 -0.45 -0.75
C -4.59 0.05 -1.75
C -3.22 -0.07 -1.64
H -2.57 0.31 -2.41
H -5.03 0.53 -2.61
H -6.49 -0.36 -0.83
H -5.50 -1.48 1.12
H -3.06 -1.70 1.32
C 2.33 -2.61 0.95
O 3.27 -1.58 1.07
C 3.41 -0.68 0.04
C 2.79 -0.78 -1.20
C 3.02 0.19 -2.16
C 3.86 1.25 -1.91
C 4.49 1.35 -0.67
C 4.26 0.39 0.29
H 4.74 0.44 1.26
H 5.15 2.17 -0.46
H 4.03 2.01 -2.66
H 2.52 0.11 -3.11
H 2.10 -1.58 -1.43
H 2.50 -3.23 0.06
H 2.48 -3.25 1.84

=====

The following is a DFT calculation (ωB97M-V/def2-TZVPD) of C22H19BF6N4O8S2Ti as an isolated structure in a non-equilibrium geometry.

Computed properties:
Energy relative to the best compared isomer or geometry (same formula, charge and spin) in kJ/mol: 0.0
Charge: -2
Maximum force in eV/A: 3.774
E_LUMO (spin up / spin down) in Eh: 0.1359 / 0.1359
Multiplicity: 3

CARTESIAN COORDINATES (ANGSTROEM)
Ti 0.11 2.87 0.24
O 0.28 2.77 2.08
C 1.25 2.66 3.01
C 0.97 2.61 4.38
C 1.93 2.37 5.33
C 3.26 2.19 4.92
C 3.64 2.35 3.56
C 2.64 2.61 2.59
C 2.98 2.90 1.24
N 2.17 3.24 0.19
C 3.02 3.58 -0.86
C 4.31 3.27 -0.53
N 4.29 2.87 0.80
H -0.09 2.75 4.71
H 1.66 2.39 6.39
H 4.03 1.92 5.62
H 4.70 2.34 3.29
H 2.64 3.93 -1.81
H 5.26 3.41 -1.04
H 5.02 2.51 1.36
F -1.33 5.72 -3.59
C -1.14 4.60 -4.30
F -2.11 4.50 -5.21
F 0.05 4.59 -4.92
S -1.07 3.04 -3.25
O 0.53 1.20 -0.45
O -1.06 1.85 -4.17
N -2.76 3.08 -2.80
S -3.16 3.08 -1.28
O -3.92 4.26 -0.94
O -2.01 2.86 -0.39
C -4.13 1.50 -1.09
F -5.12 1.40 -1.99
F -4.60 1.53 0.19
F -3.30 0.45 -1.22
O -1.44 6.44 0.13
C -0.64 5.63 -0.20
N 0.09 4.70 -0.41
C -2.20 -5.53 0.84
C -1.34 -5.81 -0.40
C -0.61 -7.14 -0.15
C -2.22 -6.02 -1.63
C -0.48 -4.55 -0.59
C 0.92 -4.59 -0.70
C 1.73 -3.49 -0.38
C 1.13 -2.24 -0.24
O 1.64 -0.96 -0.35
B 0.48 -0.10 -0.35
O -0.73 -0.89 -0.41
C -0.27 -2.19 -0.27
C -1.09 -3.28 -0.43
H -2.74 -6.45 1.11
H -2.94 -4.73 0.73
H -1.59 -5.19 1.69
H -1.32 -7.86 0.16
H 0.16 -7.06 0.65
H -0.11 -7.48 -1.08
H -2.82 -6.88 -1.58
H -1.64 -6.10 -2.58
H -2.87 -5.14 -1.73
H 1.38 -5.55 -0.98
H 2.80 -3.62 -0.41
H -2.19 -3.17 -0.51

=====

The following is a DFT calculation (ωB97M-V/def2-TZVPD) of C22H19BrCl5F3FeN2O3PSTe as an isolated structure in a non-equilibrium geometry.

Computed properties:
Energy relative to the best compared isomer or geometry (same formula, charge and spin) in kJ/mol: 0.0
Maximum force in eV/A: 2.084
E_LUMO (spin up / spin down) in Eh: 0.0126 / -0.0598
Multiplicity: 6

CARTESIAN COORDINATES (ANGSTROEM)
Fe 0.17 0.06 1.06
C 6.13 0.30 -0.32
C 5.05 0.26 0.74
C 5.33 0.13 2.09
C 4.29 0.10 3.01
C 3.01 0.17 2.51
Br 1.49 0.21 3.65
N 2.71 0.27 1.24
C 3.71 0.34 0.37
H 7.12 0.30 0.13
H 6.04 1.19 -0.94
H 6.05 -0.57 -0.97
H 6.35 0.07 2.43
H 4.47 0.03 4.08
H 3.43 0.46 -0.67
F -0.58 4.42 -1.89
C 0.43 3.90 -2.60
F 0.24 4.28 -3.88
F 1.56 4.49 -2.19
C 0.49 2.40 -2.49
C 0.32 1.63 -3.63
C 0.29 0.25 -3.53
C 0.42 -0.31 -2.27
N 0.63 0.41 -1.18
C 0.66 1.76 -1.25
S 0.88 2.55 0.28
H 0.19 2.11 -4.59
H 0.15 -0.38 -4.40
H 0.35 -1.39 -2.13
C -4.21 3.32 -1.35
C -4.53 2.12 -0.49
O -3.55 1.09 -0.73
P -2.63 0.54 0.45
O -1.72 -0.47 -0.15
Te -1.63 2.27 1.79
O -3.65 0.01 1.54
C -4.76 -0.84 1.18
C -4.82 -2.01 2.13
H -5.01 4.06 -1.28
H -4.11 3.02 -2.40
H -3.27 3.78 -1.03
H -5.50 1.70 -0.75
H -4.55 2.39 0.56
H -4.65 -1.18 0.15
H -5.66 -0.23 1.25
H -3.95 -2.66 2.01
H -5.72 -2.60 1.94
H -4.85 -1.65 3.16
Cl -1.10 -1.73 2.57
C -0.07 -2.76 1.59
C 0.85 -2.09 0.80
C 1.63 -2.95 0.04
Cl 2.88 -2.29 -1.01
C 1.51 -4.35 0.07
Cl 2.52 -5.36 -0.89
C 0.55 -4.94 0.89
Cl 0.37 -6.66 0.95
C -0.26 -4.13 1.67
Cl -1.47 -4.82 2.70

=====

The following is a DFT calculation (ωB97M-V/def2-TZVPD) of a 2-piece molecular cluster, C22H19BrF4NO5 overall in a non-equilibrium geometry.

Computed properties:
Charge: -1
Maximum force in eV/A: 5.678
E_LUMO in Eh: 0.0166

CARTESIAN COORDINATES (ANGSTROEM)
C 3.25 -0.61 4.89
C 2.96 -0.18 3.36
C 1.40 -0.37 2.94
Br 1.44 -0.77 0.96
C 0.50 0.92 3.23
C 1.05 1.80 4.49
O 1.97 2.66 4.23
O 0.56 1.67 5.77
N -0.97 0.66 3.29
F -1.55 1.85 3.71
C -1.33 -0.36 4.30
C -2.81 -0.19 4.90
O -3.83 -0.31 3.88
C -3.06 -1.37 5.98
F -2.51 -2.61 5.58
F -2.48 -0.98 7.21
F -4.45 -1.61 6.21
H 4.02 0.09 5.39
H 3.60 -1.71 4.93
H 2.29 -0.51 5.49
H 3.37 0.84 3.07
H 3.53 -0.95 2.71
H 1.06 -1.33 3.45
H 0.66 1.62 2.32
H -0.54 -0.51 5.14
H -1.35 -1.38 3.75
H -2.97 0.79 5.46
H -3.45 -0.77 3.09
C -1.52 2.96 -3.00
C -2.01 3.25 -4.27
C -1.71 2.41 -5.34
C -0.90 1.29 -5.15
C -0.39 1.01 -3.88
C -0.71 1.84 -2.80
C 0.50 -0.15 -3.67
O 0.94 -0.39 -2.56
C 0.85 -1.00 -4.82
C 1.74 -2.07 -4.65
C 2.07 -2.88 -5.73
C 1.50 -2.65 -6.98
C 0.62 -1.58 -7.16
C 0.30 -0.75 -6.08
C -0.60 0.40 -6.29
O -1.09 0.61 -7.39
H -1.76 3.60 -2.16
H -2.63 4.13 -4.43
H -2.09 2.64 -6.33
H -0.33 1.62 -1.81
H 2.18 -2.26 -3.67
H 2.76 -3.71 -5.59
H 1.75 -3.29 -7.82
H 0.19 -1.40 -8.14

=====

The following is a DFT calculation (ωB97M-V/def2-TZVPD) of C22H19BrMnN7O4 as an isolated structure.

Computed properties:
Energy relative to the best compared isomer or geometry (same formula, charge and spin) in kJ/mol: 71.4
Charge: +1
Maximum force in eV/A: 0.877
E_LUMO (spin up / spin down) in Eh: -0.1092 / -0.1097
Multiplicity: 2

CARTESIAN COORDINATES (ANGSTROEM)
Mn -0.50 0.61 0.52
N 3.57 -0.59 1.31
C 2.42 0.09 1.38
N 1.27 -0.39 1.03
C 1.18 -1.73 0.58
N 0.03 -2.26 0.38
N -0.94 -1.32 0.68
C -1.95 -1.69 1.38
C -2.62 -0.58 2.07
C -3.79 -0.69 2.79
C -4.24 0.41 3.51
C -3.49 1.58 3.48
C -2.33 1.62 2.72
N -1.90 0.56 2.04
C 2.42 -2.48 0.40
C 2.44 -3.77 -0.14
C 3.64 -4.44 -0.27
C 4.83 -3.83 0.13
C 4.83 -2.55 0.66
C 3.62 -1.88 0.79
H 4.42 -0.14 1.61
H 2.47 1.11 1.74
H -2.17 -2.73 1.58
H -4.34 -1.63 2.80
H -5.15 0.35 4.09
H -3.80 2.46 4.02
H -1.74 2.51 2.63
H 1.51 -4.22 -0.43
H 3.66 -5.44 -0.68
H 5.77 -4.36 0.02
H 5.75 -2.08 0.97
Br -0.66 -1.17 -2.76
C 0.57 0.24 -2.49
C 1.41 0.57 -3.54
C 2.29 1.63 -3.36
C 2.27 2.32 -2.16
C 1.39 1.92 -1.18
N 0.56 0.87 -1.33
C 1.32 2.67 0.16
O 2.20 3.48 0.40
O 0.30 2.37 0.87
H 1.38 0.01 -4.46
H 2.97 1.91 -4.16
H 2.92 3.16 -1.96
N -3.49 1.13 -2.72
C -3.78 2.27 -1.79
C -2.84 2.12 -0.57
O -2.98 2.91 0.34
O -2.11 1.06 -0.65
H -4.28 0.48 -2.81
H -2.70 0.65 -2.21
H -3.20 1.40 -3.65
H -4.82 2.26 -1.49
H -3.56 3.21 -2.30

=====

The following is a DFT calculation (ωB97M-V/def2-TZVPD) of C22H19FMgNO4S2 as an isolated structure.

Computed properties:
Maximum force in eV/A: 0.669
E_LUMO (spin up / spin down) in Eh: -0.0143 / -0.0144
Multiplicity: 2

CARTESIAN COORDINATES (ANGSTROEM)
Mg -2.19 3.26 -0.92
C -0.69 -3.89 -2.58
C -0.56 -3.42 -1.14
C 0.66 -3.99 -0.42
C 1.94 -3.48 -1.06
C 1.92 -1.98 -1.16
C 3.09 -1.25 -1.22
C 3.06 0.13 -1.31
F 4.24 0.79 -1.35
C 1.89 0.83 -1.33
C 0.68 0.12 -1.26
C -0.57 0.87 -1.22
O -0.51 2.13 -1.19
C -1.76 0.10 -1.15
C -1.66 -1.26 -1.07
N -0.51 -1.95 -1.09
C 0.70 -1.28 -1.19
C -3.18 0.67 -1.09
O -4.03 -0.05 -0.57
O -3.35 1.82 -1.62
H -0.72 -4.98 -2.62
H 0.15 -3.55 -3.19
H -1.60 -3.51 -3.03
H -1.46 -3.71 -0.59
H 0.62 -5.08 -0.45
H 0.62 -3.69 0.63
H 2.07 -3.91 -2.05
H 2.81 -3.79 -0.48
H 4.06 -1.75 -1.19
H 1.87 1.91 -1.38
H -2.57 -1.84 -0.98
C -1.71 3.91 3.56
S -1.08 3.77 1.89
O -2.30 3.30 1.12
C -0.08 2.30 2.07
C 1.29 2.42 2.12
C 2.08 1.28 2.21
C 1.48 0.03 2.24
C 0.09 -0.08 2.16
C -0.70 1.05 2.08
H -2.22 2.98 3.84
H -2.41 4.74 3.56
H -0.88 4.11 4.23
H 1.75 3.40 2.07
H 3.16 1.37 2.25
H 2.09 -0.86 2.30
H -0.37 -1.06 2.17
H -1.78 0.98 1.98
S -1.55 6.79 -1.14
C -1.90 5.30 -1.41

=====

The following is a DFT calculation (ωB97M-V/def2-TZVPD) of a 2-piece molecular cluster, C22H19FNO6S2 overall in a non-equilibrium geometry.

Computed properties:
Energy relative to the best compared isomer or geometry (same formula, charge and spin) in kJ/mol: 345.7
Charge: -1
Maximum force in eV/A: 2.609
E_LUMO in Eh: 0.0755

CARTESIAN COORDINATES (ANGSTROEM)
C 1.01 3.33 3.36
C 0.57 2.78 2.00
C 1.15 1.52 1.57
C 1.65 1.42 0.24
C 3.02 0.75 0.01
C 3.73 -0.05 0.93
C 4.91 -0.72 0.54
C 5.47 -0.48 -0.73
C 4.83 0.38 -1.63
C 3.65 1.01 -1.23
O 1.05 1.85 -0.77
O -0.24 3.42 1.30
H 1.71 2.68 3.88
H 1.50 4.30 3.22
H 0.14 3.54 4.00
H 1.36 0.71 2.29
H 3.40 -0.12 1.97
H 5.43 -1.35 1.25
H 6.39 -0.98 -1.04
H 5.27 0.65 -2.60
H 3.17 1.72 -1.89
C 1.68 -1.58 -3.98
C 0.42 -2.11 -4.30
C -0.42 -2.54 -3.27
C 0.02 -2.49 -1.95
S -1.19 -3.04 -0.71
N -1.90 -1.47 -0.03
F -0.83 -0.87 0.82
S -3.37 -1.77 1.06
C -4.11 -0.13 1.29
C -3.61 0.82 2.19
C -4.23 2.08 2.27
C -5.30 2.39 1.42
C -5.81 1.41 0.55
C -5.19 0.17 0.47
O -4.28 -2.50 0.22
O -2.92 -2.26 2.34
O -2.29 -3.62 -1.45
O -0.50 -3.73 0.35
C 1.30 -2.01 -1.62
C 2.14 -1.59 -2.66
H 2.30 -1.12 -4.76
H 0.09 -2.17 -5.34
H -1.42 -2.92 -3.49
H -2.75 0.58 2.82
H -3.87 2.82 2.99
H -5.72 3.40 1.42
H -6.68 1.63 -0.08
H -5.54 -0.58 -0.24
H 1.63 -1.96 -0.58
H 3.15 -1.25 -2.43